## i
Entry from OMol25: an isolated molecule of C5H5NO (ωB97M-V/def2-TZVPD).

Its molar mass is 95.1 Da. The charge is 0. As for the orbital gap: 9.15 eV. The LUMO energy comes out at 0.57 eV. Its multiplicity is 1.

Geometry (Å):
1 H -1.88194 -0.62859 1.24582
2 C -0.93191 0.11893 -0.64533
3 C -0.18610 1.38589 -1.05108
4 O 2.32873 -0.82440 0.53988
5 N 1.02009 1.17167 -0.57399
6 H -0.64868 0.70912 1.46853
7 C -0.03805 -0.88213 0.03405
8 C -1.03705 -0.08670 0.83615
9 H -1.73800 -0.24620 -1.27244
10 H -0.14149 -1.94600 -0.11761
11 C 1.31780 -0.33757 0.11188
12 H 1.93660 1.56598 -0.57586

Here are the Mulliken charges for atoms 1 to 8, given in e: atom 1 (H): 0.255, atom 2 (C): 0.036, atom 3 (C): -0.451, atom 4 (O): -0.500, atom 5 (N): -0.072, atom 6 (H): 0.248, atom 7 (C): -0.182, atom 8 (C): -0.668


## ii
Entry from OMol25: an isolated molecule of C5H5NO (ωB97M-V/def2-TZVPD).

Its molar mass is 95.1 Da. Its structure (SMILES) is C#C[C@@H](O)CC#N. The charge is 0. As for the orbital gap: 10.57 eV. The LUMO energy comes out at 0.57 eV. Its multiplicity is 1.

Geometry (Å):
1 C -0.23770 1.63552 0.13784
2 H 1.09035 -1.29518 0.32559
3 N -1.26797 1.87996 0.60576
4 C 0.90295 0.83261 -0.29762
5 O 0.51619 -1.12865 -1.67481
6 H -0.25260 -1.68101 -1.85505
7 H 1.71605 0.98316 0.41868
8 C 0.46060 -0.68884 -0.34162
9 C -0.76277 -0.89140 0.41708
10 H -1.99302 -0.25326 2.20718
11 C -1.44004 -0.52190 1.34303
12 H 1.26796 1.12899 -1.28606

Here are the Mulliken charges for atoms 1 to 8, given in e: atom 1 (C): 0.379, atom 2 (H): 0.160, atom 3 (N): -0.485, atom 4 (C): -0.493, atom 5 (O): -0.533, atom 6 (H): 0.361, atom 7 (H): 0.265, atom 8 (C): 0.564


Computed relative energies in units of kJ/mol: i 0.0; ii 36.2


## i
Entry from OMol25: an isolated molecule of C4H10O (ωB97M-V/def2-TZVPD).

Its molar mass is 74.1 Da. Its structure (SMILES) is CCCCO. The charge is 0. As for the orbital gap: 10.98 eV. The LUMO energy comes out at 1.08 eV. Its multiplicity is 1.

Geometry (Å):
1 O 1.08431 -2.24991 0.38302
2 H -0.61245 -0.61291 -0.93756
3 H -1.77239 2.78634 -0.41424
4 H -2.31147 1.34929 -1.24353
5 H -0.81265 2.13302 -1.71184
6 H -1.03643 0.95088 1.12129
7 H 1.09626 -2.33333 -0.56138
8 H 0.32230 -0.84361 1.73042
9 C -0.49508 1.24931 0.21990
10 H 1.77879 -0.49774 0.93608
11 H 0.28846 1.95101 0.49415
12 H 0.84040 0.24206 -1.13069
13 C -1.42346 1.83620 -0.85606
14 C 0.12646 -0.06259 -0.34804
15 C 0.75995 -0.89084 0.73133

Here are the Mulliken charges for atoms 1 to 8, given in e: atom 1 (O): -0.549, atom 2 (H): 0.415, atom 3 (H): 0.340, atom 4 (H): 0.363, atom 5 (H): 0.305, atom 6 (H): 0.368, atom 7 (H): 0.293, atom 8 (H): 0.360


## ii
Entry from OMol25: a cluster of 2 separate species, C4H10O in total (ωB97M-V/def2-TZVPD).

Its molar mass is 74.1 Da. Its structure (SMILES) is C=C(C)C.O. The charge is 0. As for the orbital gap: 9.47 eV. The LUMO energy comes out at 0.69 eV. Its multiplicity is 1.

Geometry (Å):
1 H 0.46420 0.63881 2.74798
2 C 1.34600 -0.35556 -0.93454
3 H -1.31421 -1.25947 -1.60955
4 H -2.12469 -0.49918 -0.25379
5 H 1.83794 -1.25682 -1.19398
6 H -1.33938 1.59893 -0.61377
7 O 0.27186 -0.11550 2.24600
8 H -0.74028 -1.88089 -0.01299
9 H 2.08151 0.39702 -1.17059
10 H 0.37278 2.06255 -1.17912
11 C 0.04406 -0.07571 -0.83118
12 C -0.31577 1.37408 -0.62887
13 C -1.17419 -1.02407 -0.57675
14 H -0.62172 -0.17953 2.67394
15 H -0.19170 1.79018 0.47191

Here are the Mulliken charges for atoms 1 to 8, given in e: atom 1 (H): 0.273, atom 2 (C): -1.088, atom 3 (H): 0.401, atom 4 (H): 0.318, atom 5 (H): 0.323, atom 6 (H): 0.443, atom 7 (O): -0.598, atom 8 (H): 0.283


## iii
Entry from OMol25: a cluster of 2 separate species, C4H10O in total (ωB97M-V/def2-TZVPD).

Its molar mass is 74.1 Da. Its structure (SMILES) is C/C=C\O.C. The charge is 0. As for the orbital gap: 9.47 eV. The LUMO energy comes out at 0.85 eV. Its multiplicity is 1.

Geometry (Å):
1 H -1.31533 -0.00677 -2.43886
2 C -0.64940 -1.97698 -1.62434
3 C 0.09859 1.85258 2.19223
4 H 1.50679 0.55685 0.30625
5 H 1.18660 1.92706 2.29532
6 C -0.62737 -0.48209 -1.74462
7 H -0.35106 -2.45661 -2.56480
8 O 1.11952 -0.17664 -0.18322
9 H -0.17712 0.86304 1.82085
10 H 0.16615 1.39736 -1.17433
11 C 0.18980 0.31386 -1.06093
12 H -0.25898 2.61824 1.49859
13 H 0.03485 -2.31428 -0.84147
14 H -0.35576 2.01283 3.17199
15 H -1.65594 -2.33870 -1.38170

Here are the Mulliken charges for atoms 1 to 8, given in e: atom 1 (H): 0.313, atom 2 (C): -0.947, atom 3 (C): -1.049, atom 4 (H): 0.325, atom 5 (H): 0.248, atom 6 (C): -0.129, atom 7 (H): 0.247, atom 8 (O): -0.524


Computed relative energies in units of kJ/mol: i 0.0; ii 137.7; iii 10.1


## i
Entry from OMol25: a structure of composition C62H61AsN4O4PRbS3 (ωB97M-V/def2-TZVPD).

Its molar mass is 1213.8 Da. The charge is -2. As for the orbital gap: 5.54 eV. The LUMO energy comes out at 3.34 eV. Its multiplicity is 1.

Geometry (Å):
1 C -0.77091 -1.10943 -2.29415
2 H -7.31206 -1.81819 3.86437
3 H 0.10376 6.34337 0.17568
4 H 1.52499 3.50226 -2.60889
5 H 2.53686 -8.61749 -2.19499
6 C 3.80989 -5.67733 -3.26426
7 C 1.40481 1.67646 -3.72814
8 C -0.63721 -4.31406 -3.91118
9 H 5.89155 -0.89845 -2.74635
10 O 2.32293 -1.02356 4.01752
11 C 2.24742 -0.45531 -4.49017
12 H 4.87764 -9.31274 -2.53611
13 H 3.52646 -4.65247 -3.46224
14 H 2.22914 -5.55266 -5.20564
15 C 0.41844 4.41920 4.21122
16 C 5.51750 -7.37445 -3.20206
17 H -0.42771 -2.09130 -1.98279
18 H 5.85323 -5.33999 -3.80614
19 H -3.28170 0.76412 -3.25565
20 C 1.11815 -3.43334 2.46215
21 C -1.68971 3.48502 4.83645
22 S 2.48118 -0.04434 2.93746
23 S -3.14742 -0.92405 0.11002
24 C -5.34273 -1.00436 3.52487
25 H -1.12558 -0.58009 -1.41728
26 H 4.02049 -4.47293 1.08260
27 C -4.42087 -1.21306 1.26834
28 C -2.47070 1.39400 -3.63240
29 H 3.10370 1.44926 -5.00213
30 H 3.59627 -1.62759 -2.29824
31 C 3.17870 -4.42896 1.76404
32 H 1.14329 3.70791 2.31662
33 O 3.84401 0.49136 2.86725
34 H -3.72620 1.73907 1.18682
35 C -6.63564 -2.08062 1.83189
36 C 5.59590 -1.13760 -1.73004
37 C 6.08586 -1.26909 0.61142
38 H 7.51117 -0.65726 -0.87961
39 H 0.61919 3.65875 -4.09885
40 C 4.29847 -1.56129 -1.47311
41 H -5.12879 2.53974 1.92356
42 C -3.28139 6.05909 2.30606
43 N -3.02012 8.95343 5.51659
44 C 2.03848 -5.27651 3.70465
45 H -0.58839 -2.86198 -6.97276
46 N -0.46078 1.78802 -2.21931
47 H -4.12902 4.26968 -1.45543
48 C -1.04850 -3.54002 -4.98720
49 C 0.32820 3.69562 3.03049
50 C 4.58324 -8.29141 -2.74683
51 C -4.38006 2.61391 1.13501
52 C -3.68413 3.56353 -2.14773
53 H -1.56339 7.17144 1.65591
54 C -5.61520 -1.86942 0.91573
55 H -1.26063 -4.34373 -3.02372
56 H -4.41915 2.79533 -2.39661
57 H 1.98431 -5.96840 4.53792
58 C 6.50094 -0.99992 -0.68553
59 C -0.48596 5.51030 -0.20945
60 H -1.66249 -1.24307 -2.91157
61 C -2.48444 4.14705 0.45712
62 C 0.55559 -5.03653 -3.96072
63 C 0.39425 1.00134 -3.03213
64 C -4.32305 -0.79221 2.60867
65 C 1.08476 -4.77374 -1.04865
66 H -4.35776 8.35642 6.95944
67 C 2.31769 0.93161 -4.46304
68 H 6.54905 -7.67236 -3.34825
69 O 2.12654 -0.70673 1.62207
70 Rb 0.01657 0.47542 1.01032
71 As 0.97426 -6.18240 -2.42469
72 C -3.62321 3.90753 1.23820
73 C 1.30836 -4.98894 -5.13179
74 C -6.51619 -1.64885 3.14857
75 C 3.11516 -5.31979 2.82752
76 C -1.73416 5.31918 0.60564
77 H -0.71294 5.71196 -1.26096
78 H 1.20026 -2.19288 -3.78281
79 H -1.82799 0.79868 -4.26945
80 H -3.40949 -0.30506 2.92648
81 N -0.71232 2.92678 2.72523
82 C -4.00368 4.88593 2.15294
83 H -2.92363 2.18995 -4.22832
84 H 3.90868 -6.04483 2.97307
85 C -0.27589 -3.47862 -6.13876
86 H -4.87404 4.70110 2.77347
87 C 3.26368 -7.89715 -2.55313
88 H 0.12153 4.60392 -0.19240
89 C 1.04094 -4.33131 3.51837
90 C -1.10989 7.53714 5.18750
91 C -1.68198 2.80645 3.62555
92 H 0.35671 -2.67296 2.34719
93 H 0.20828 -4.27061 4.20928
94 H 2.97726 -1.02759 -5.05032
95 C 1.25681 -1.10643 -3.77674
96 H -1.55840 9.33968 4.12026
97 H -4.89937 2.51363 0.17924
98 O 1.46450 1.04994 3.03912
99 H -3.11524 6.30865 7.59744
100 H -2.50361 3.35577 5.53753
101 C -1.69787 1.96757 -2.46888
102 H 0.12681 -4.24481 -1.11329
103 H 4.46517 -1.83424 1.88804
104 N -1.95138 3.16857 -0.41706
105 H -1.96976 -2.97508 -4.91383
106 H -7.53648 -2.59442 1.51109
107 C 0.90069 -4.20989 -6.20919
108 H 1.51119 -4.17219 -7.10401
109 H -3.58720 6.79930 3.03594
110 H -0.19064 7.34745 4.64926
111 H -5.21096 -0.66733 4.54772
112 C -1.88014 8.65106 4.89470
113 H 2.38243 3.53605 -4.16398
114 C 4.78820 -1.69263 0.86568
115 H -5.72400 -2.21410 -0.10575
116 C 2.85772 -6.58803 -2.80230
117 C 1.49094 3.17509 -3.65026
118 C 2.18062 -3.47641 1.56530
119 C -2.14988 6.26749 1.53178
120 H 2.28205 -3.34936 -2.11682
121 C 0.31128 -0.39370 -3.03940
122 H 6.76213 -1.11680 1.44444
123 C -2.73258 6.96233 6.82475
124 H 3.19298 -4.38119 -1.02028
125 H -3.43434 4.08611 -3.07583
126 H 1.06329 -5.29340 -0.08818
127 C -1.54319 6.66545 6.17716
128 H 1.29404 5.01684 4.42581
129 H -2.49869 2.13846 3.37226
130 C -3.42517 8.11035 6.46157
131 C 3.87993 -1.86681 -0.17639
132 C -0.62467 4.32429 5.11976
133 C -2.44983 2.92767 -1.55834
134 S -0.58096 5.24122 6.65349
135 C 2.26135 -3.81594 -1.12391
136 P 2.13687 -2.37622 0.09485
137 C 5.12679 -6.06624 -3.46213

Here are the Mulliken charges for atoms 1 to 8, given in e: atom 1 (C): 0.738, atom 2 (H): 0.337, atom 3 (H): 0.454, atom 4 (H): 0.205, atom 5 (H): 0.314, atom 6 (C): 0.454, atom 7 (C): 0.931, atom 8 (C): -0.308


## ii
Entry from OMol25: a structure of composition C62H61AsN4O4PRbS3 (ωB97M-V/def2-TZVPD).

Its molar mass is 1213.8 Da. The charge is -2. As for the orbital gap: 5.37 eV. The LUMO energy comes out at 3.46 eV. Its multiplicity is 1.

Geometry (Å):
1 C -3.58048 -0.99591 3.87396
2 H -3.81947 3.24001 1.92435
3 C -0.26943 -1.93194 3.92224
4 H 0.99825 -5.80835 -0.50636
5 H -5.79195 -0.75866 3.67154
6 C 4.51656 -3.78268 -3.00624
7 C 0.82411 -3.66057 -0.48874
8 H -5.89311 3.02360 -1.07672
9 C -1.65565 -1.86672 1.65881
10 H 0.95455 2.33920 -4.47282
11 H 7.06191 -1.41400 -2.49208
12 H -1.06118 -0.32355 7.91716
13 H 0.41142 1.11837 6.52210
14 H 4.60559 4.17413 -7.52455
15 H -3.52461 -0.08423 7.74737
16 C 5.87645 3.49732 -5.92696
17 H -4.71354 1.58866 0.50203
18 C 5.90155 -0.79871 -4.18379
19 C 3.72809 -3.59827 -1.87541
20 H 2.47560 -2.47075 -5.35871
21 H 4.86108 3.90595 -2.02630
22 P -1.51730 1.03814 0.81180
23 H 1.08764 -5.05941 -2.10617
24 C -3.25668 2.61506 2.61834
25 C 0.59978 -5.00922 -1.13695
26 O 1.21233 2.38126 3.69304
27 H 0.42562 -5.11333 1.80363
28 C -6.89273 4.05310 6.34135
29 H 7.25753 2.54600 -4.58780
30 H -4.56695 -0.15715 -0.77474
31 N 1.85569 2.53227 -2.63492
32 H 8.30906 -3.18334 -3.66806
33 H -4.67279 4.11194 -2.94728
34 C -1.59908 -1.79039 3.22274
35 H -8.19550 2.82980 3.46698
36 H 0.64917 -1.00021 -2.84422
37 C 5.66950 -1.10782 -5.54506
38 H 4.91640 -0.52683 -6.06846
39 H -1.12154 2.22890 2.89728
40 H 4.15934 -3.09534 0.17199
41 H 2.73832 3.51180 -5.72827
42 C 3.94053 3.80437 -3.96216
43 C -3.53028 -3.55613 3.30425
44 H 5.64485 2.65885 -9.18984
45 C 2.92747 2.97952 -1.97489
46 S 5.27368 4.67761 -4.74125
47 S 5.06160 0.49535 -3.35778
48 H -5.85228 -0.88916 1.26175
49 C -4.82753 2.86473 -1.19803
50 H -7.19035 4.39780 7.32470
51 H -0.16046 -2.54689 -3.00481
52 H 2.89861 2.86265 -0.89725
53 C -0.08533 -3.35233 0.68854
54 H -2.76465 -2.96870 0.13554
55 H -8.90243 3.61633 5.70648
56 C -2.37015 -0.45035 1.58241
57 H 5.51564 -4.19076 -2.89345
58 C -4.90182 -0.96563 1.78794
59 H -1.15565 -5.19475 1.02717
60 C -2.87248 0.55903 7.16687
61 C 6.87167 -1.60190 -3.54264
62 H -2.58719 -2.64860 4.99044
63 H -4.00211 -4.32097 3.91451
64 H -3.70141 -0.57256 4.86557
65 C 2.46013 -3.04351 -2.03787
66 H 3.64852 -4.75870 -0.04309
67 O 1.14551 2.52591 1.25636
68 C -2.84107 -2.40955 3.95728
69 C 1.82882 2.71916 -3.95326
70 C 5.40450 3.50470 -7.23287
71 H -3.00487 -0.90274 -1.09303
72 H -0.54787 2.78722 5.04020
73 H -4.44033 -1.91403 -0.87124
74 H -1.49338 3.28372 1.56776
75 C 2.82254 3.37088 -4.65837
76 H -0.94670 -4.20391 2.46448
77 C 1.99484 -2.62482 -3.28281
78 C -0.66429 1.23575 6.49592
79 H 4.71145 -3.51445 -5.12338
80 C 4.22990 -3.95206 -0.50033
81 H -4.50041 1.57459 6.22190
82 C -5.13774 3.59863 4.73119
83 H 6.16416 -2.28685 -7.26395
84 H 0.48542 -1.30165 3.45087
85 C 4.06617 -3.40377 -4.26105
86 C -2.33484 -0.43050 3.14591
87 C 7.33465 -2.86678 -5.55751
88 H -5.81973 2.81029 2.85006
89 C 3.99665 3.59785 -2.59825
90 C 2.81476 -2.81838 -4.38867
91 H -1.03599 2.32223 -1.56041
92 C -3.65987 -1.15952 0.97211
93 As -3.23499 3.67469 4.27776
94 H -1.86027 0.43684 3.59228
95 N 1.65576 -2.79270 -0.88459
96 C 7.56987 -2.60021 -4.20929
97 N -0.52701 -2.17261 0.79818
98 H 0.06796 -2.97558 3.93260
99 C -5.55130 4.04981 5.98784
100 C -3.93441 -1.00507 -0.52690
101 C -4.14637 2.05742 -0.29689
102 H -4.09466 -4.44058 1.48694
103 H -2.22569 3.74032 -3.17489
104 O 2.80439 1.11585 2.33550
105 C -4.86848 -0.90044 3.11617
106 C -2.59762 2.32055 5.53627
107 C -2.10931 2.45745 -1.45711
108 H -0.37253 -1.59783 4.95997
109 S 1.44010 1.66278 2.43459
110 H -4.81094 4.39168 6.70308
111 C -1.49038 0.42319 7.25950
112 C 6.37004 -2.10468 -6.21350
113 C -0.46382 -4.52924 1.55048
114 C -1.21492 2.19663 5.65641
115 C -1.83639 2.38463 2.08222
116 C -3.58374 -3.61800 1.98057
117 C -7.85372 3.61443 5.43479
118 O 0.48992 0.48682 2.33847
119 N 6.99781 1.83125 -7.87549
120 Rb 1.68030 0.30466 -0.06858
121 H 7.88768 -3.63888 -6.07954
122 H 5.27173 -4.26876 -0.54747
123 C -2.94830 -2.56543 1.13205
124 C 5.99221 2.65953 -8.16158
125 H 8.20739 1.10660 -6.37493
126 C -6.10853 3.17019 3.83079
127 C -2.77121 1.82549 -0.39635
128 C -4.14451 3.47928 -2.24398
129 C 0.65710 -1.93934 -3.40210
130 H 0.43631 -1.70979 -4.44464
131 C -3.42268 1.49730 6.30324
132 C 6.89351 2.61480 -5.60309
133 C -7.45732 3.17731 4.18014
134 C -2.77910 3.26994 -2.37025
135 H -3.83525 1.70123 2.77959
136 H -0.47011 -5.19710 -1.25958
137 C 7.41712 1.81021 -6.60676

Here are the Mulliken charges for atoms 1 to 8, given in e: atom 1 (C): 0.527, atom 2 (H): 1.216, atom 3 (C): -1.519, atom 4 (H): 0.337, atom 5 (H): 0.340, atom 6 (C): -0.790, atom 7 (C): -0.105, atom 8 (H): 0.430


Computed relative energies in units of kJ/mol: i 0.0; ii 261.9